13 unconnected molecules or ions with the total composition CH27O13 in a non-equilibrium geometry, computed with ωB97M-V/def2-TZVPD.

Cartesian coordinates (Å):
C  -0.30  -0.25  -0.11
O  0.50  0.21  -1.18
H  -1.39  0.18  -0.27
H  0.10  0.33  0.68
H  -0.04  -1.12  -0.19
O  -3.57  -0.34  1.71
H  -4.46  -0.47  1.68
H  -3.16  -1.20  1.45
O  1.37  -3.18  1.25
H  1.60  -3.70  0.41
H  1.47  -2.17  1.01
O  0.03  -0.10  4.25
H  0.12  -1.04  4.24
H  0.53  0.29  3.55
O  2.46  1.34  2.82
H  2.17  0.99  1.95
H  3.22  0.86  2.78
O  -2.44  -1.53  -2.45
H  -2.47  -0.68  -2.06
H  -1.47  -1.60  -2.41
O  -3.07  1.05  -1.45
H  -2.70  0.87  -0.45
H  -2.24  1.51  -1.76
O  -0.60  2.59  -1.84
H  -0.48  2.64  -2.71
H  -0.30  1.71  -1.58
O  2.52  -0.96  0.28
H  3.22  -0.32  0.01
H  1.71  -0.90  -0.40
O  2.37  0.67  -2.95
H  1.64  0.59  -2.14
H  2.13  0.04  -3.57
O  1.97  2.02  0.04
H  1.73  2.85  -0.30
H  1.50  1.41  -0.30
O  -1.78  1.54  2.57
H  -2.08  0.77  2.09
H  -1.20  0.88  3.14
O  0.28  -1.83  -2.93
H  0.32  -1.35  -2.12
H  0.79  -2.60  -2.74

Its total charge is -1. The maximum force is 0.2168 hartree/bohr. For the HOMO-LUMO gap, the calculation gives 9.06 eV. The total energy comes out at -28090.955 eV. The calculation puts the relative energy (zero: lowest compared OMol25 entry of this formula, charge and spin) at 112.1 kcal/mol.

---

A molecular structure, C19H27BrClLaNO4 in a non-equilibrium geometry, computed with ωB97M-V/def2-TZVPD.

Cartesian coordinates (Å):
La  0.24  0.10  0.95
C  -1.38  -3.19  0.54
C  -2.42  -2.11  0.45
O  -1.93  -0.97  -0.28
C  -1.88  -1.14  -1.69
C  -1.29  0.11  -2.28
O  0.01  0.40  -1.76
C  1.13  -0.06  -2.52
C  1.37  -1.54  -2.33
O  1.18  -1.82  -0.96
C  1.43  -3.17  -0.61
C  0.99  -3.37  0.83
O  -0.20  -2.62  1.08
H  -1.17  -3.63  -0.44
H  -1.75  -3.98  1.19
H  -2.69  -1.74  1.44
H  -3.31  -2.50  -0.03
H  -2.89  -1.28  -2.08
H  -1.29  -2.02  -1.94
H  -1.92  0.97  -2.05
H  -1.25  0.02  -3.37
H  1.97  0.52  -2.17
H  0.97  0.17  -3.58
H  2.40  -1.77  -2.64
H  0.70  -2.16  -2.92
H  2.50  -3.40  -0.70
H  0.88  -3.82  -1.30
H  1.73  -3.00  1.53
H  0.83  -4.43  1.03
C  2.78  1.43  0.45
C  3.30  0.14  0.24
C  3.13  -0.59  1.44
C  2.53  0.26  2.39
C  2.29  1.49  1.78
H  2.82  2.25  -0.26
H  3.79  -0.21  -0.66
H  3.48  -1.59  1.62
H  2.33  0.03  3.42
H  1.95  2.39  2.29
Br  0.49  6.26  -0.65
C  -0.63  4.84  -0.20
C  -1.97  5.03  0.04
C  -2.75  3.94  0.39
C  -2.14  2.70  0.47
N  -0.84  2.50  0.22
C  -0.09  3.57  -0.09
H  -2.41  6.02  -0.04
H  -3.80  4.04  0.59
H  -2.72  1.82  0.76
H  0.96  3.40  -0.28
Cl  -0.58  -0.85  3.65
C  -1.34  0.61  2.78
H  -1.14  1.47  3.42
H  -2.42  0.46  2.82

Its total charge is +1. The maximum force is 0.0350 hartree/bohr. For the HOMO-LUMO gap, the calculation gives 8.34 eV. The total energy comes out at -113240.531 eV. The calculation puts the relative energy (zero: lowest compared OMol25 entry of this formula, charge and spin) at 0.0 kcal/mol.

---

Copy entry 2 word for word.
A molecular structure, C19H27BrClLaNO4 in a non-equilibrium geometry, computed with ωB97M-V/def2-TZVPD.

Cartesian coordinates (Å):
La  0.24  0.10  0.95
C  -1.38  -3.19  0.54
C  -2.42  -2.11  0.45
O  -1.93  -0.97  -0.28
C  -1.88  -1.14  -1.69
C  -1.29  0.11  -2.28
O  0.01  0.40  -1.76
C  1.13  -0.06  -2.52
C  1.37  -1.54  -2.33
O  1.18  -1.82  -0.96
C  1.43  -3.17  -0.61
C  0.99  -3.37  0.83
O  -0.20  -2.62  1.08
H  -1.17  -3.63  -0.44
H  -1.75  -3.98  1.19
H  -2.69  -1.74  1.44
H  -3.31  -2.50  -0.03
H  -2.89  -1.28  -2.08
H  -1.29  -2.02  -1.94
H  -1.92  0.97  -2.05
H  -1.25  0.02  -3.37
H  1.97  0.52  -2.17
H  0.97  0.17  -3.58
H  2.40  -1.77  -2.64
H  0.70  -2.16  -2.92
H  2.50  -3.40  -0.70
H  0.88  -3.82  -1.30
H  1.73  -3.00  1.53
H  0.83  -4.43  1.03
C  2.78  1.43  0.45
C  3.30  0.14  0.24
C  3.13  -0.59  1.44
C  2.53  0.26  2.39
C  2.29  1.49  1.78
H  2.82  2.25  -0.26
H  3.79  -0.21  -0.66
H  3.48  -1.59  1.62
H  2.33  0.03  3.42
H  1.95  2.39  2.29
Br  0.49  6.26  -0.65
C  -0.63  4.84  -0.20
C  -1.97  5.03  0.04
C  -2.75  3.94  0.39
C  -2.14  2.70  0.47
N  -0.84  2.50  0.22
C  -0.09  3.57  -0.09
H  -2.41  6.02  -0.04
H  -3.80  4.04  0.59
H  -2.72  1.82  0.76
H  0.96  3.40  -0.28
Cl  -0.58  -0.85  3.65
C  -1.34  0.61  2.78
H  -1.14  1.47  3.42
H  -2.42  0.46  2.82

Its total charge is +1. The maximum force is 0.0350 hartree/bohr. For the HOMO-LUMO gap, the calculation gives 8.34 eV. The total energy comes out at -113240.531 eV. The calculation puts the relative energy (zero: lowest compared OMol25 entry of this formula, charge and spin) at 0.0 kcal/mol.

---

> Number 2 is which compound?

C19H27BrClLaNO4

---

> Number 1 is which compound?

CH27O13

---

> What is the total charge in the second record?

+1